(1)
{"formula": "C8H7EuN2O5", "method": "the ωB97M-V functional and the def2-TZVPD basis", "energy_ev": -40928.03590, "homo_ev": [-16.04, -16.11], "multiplicity": 7, "de_lowest_kj_mol": 495.85, "total_charge": 2, "homo_lumo_gap_ev": [6.12, 6.40], "mol_weight_da": 363.117, "species": ["O", "C", "Eu", "O", "C", "C", "O", "C", "O", "C", "O", "H", "C", "N", "C", "C", "N", "H", "H", "H", "H", "H", "H"], "xyz": [[0.048769, -4.258694, -2.877173], [-0.659338, -3.567022, -3.493562], [-1.529586, 1.209965, -2.085310], [1.625160, -1.390133, -0.794199], [0.822070, -0.648024, -1.138828], [1.412514, 1.883814, -2.641193], [2.520989, 1.945655, -2.922087], [0.611257, 0.453201, -4.666677], [0.162613, 0.895787, -5.652663], [0.465697, -0.567047, -3.722882], [0.857520, -1.716369, -3.947534], [-2.592889, 2.086089, -1.192243], [0.592347, 1.161344, 3.590843], [-0.459278, 0.419270, 2.875186], [-1.095035, -0.668242, 3.653584], [-0.695429, 0.646151, 1.599628], [-0.905456, 0.903231, 0.455998], [0.607518, 0.876028, 4.652353], [0.407275, 2.238879, 3.527434], [1.580801, 0.952546, 3.161573], [-2.186871, -0.580952, 3.643178], [-0.820567, -1.659566, 3.268879], [-0.770084, -0.615905, 4.705687]], "atomic_forces_ev_per_a": [[-2.9, 2.8, -2.6], [2.5, -3.3, 2.7], [3.7, -2.4, 0.1], [-2.3, 2.2, -0.9], [2.2, -2.2, 1.1], [3.0, 0.6, -0.6], [-3.2, -0.1, 1.0], [-1.2, -1.2, -1.4], [0.7, 0.6, 1.1], [0.9, -2.0, -2.2], [-0.3, 2.8, 1.2], [-2.5, 2.0, 1.6], [0.8, 0.8, -0.1], [-0.1, -0.1, -0.6], [-0.7, -0.8, 0.0], [-0.3, 0.4, -0.7], [0.0, -0.5, 1.4], [-0.2, 0.0, -0.6], [0.0, -0.2, 0.0], [-0.2, 0.0, 0.1], [0.2, 0.1, -0.1], [0.0, 0.3, 0.0], [-0.1, 0.2, -0.7]]}


(2)
{"formula": "C8H7F3NO2", "method": "the ωB97M-V functional and the def2-TZVPD basis", "energy_ev": -22147.32114, "homo_ev": -3.29, "de_lowest_kj_mol": 96.12, "total_charge": -1, "homo_lumo_gap_ev": 6.47, "mol_weight_da": 206.143, "species": ["C", "C", "C", "C", "C", "C", "C", "C", "N", "O", "O", "F", "F", "F", "H", "H", "H", "H", "H", "H", "H"], "xyz": [[-1.739025, 0.615643, 1.324855], [-1.426091, -0.571823, 2.047185], [-0.612198, 0.824158, 0.521206], [-0.318348, -1.128369, 1.524411], [3.254360, 2.035481, 0.518771], [1.148898, 0.181404, -1.579918], [1.373709, -0.340947, -0.146151], [2.342494, -1.250274, 0.087612], [0.187750, -0.246284, 0.642677], [3.349902, 1.621419, 1.596532], [3.314910, 2.534870, -0.537186], [2.474455, -1.688436, 1.358107], [1.965274, -2.906718, -0.564319], [3.562949, -1.114637, -0.501992], [-2.553449, 1.259163, 1.458291], [-2.030881, -1.138566, 2.789809], [-0.435252, 1.456381, -0.294297], [0.185377, -2.023125, 1.756277], [1.753112, 0.978083, -1.914662], [0.110692, 0.479255, -1.726507], [1.260277, -0.724245, -2.213438]], "atomic_forces_ev_per_a": [[2.2, -0.6, 0.3], [-2.8, -0.8, 1.0], [-2.0, -0.6, 0.9], [0.8, 0.4, 0.1], [0.8, 0.2, -0.4], [-0.5, -2.5, 0.3], [-0.4, 1.4, -1.7], [0.3, -1.0, 0.8], [1.5, -0.4, -0.6], [-0.3, 0.1, -0.1], [-0.5, -0.4, 0.6], [0.4, 0.1, -0.4], [0.3, 0.8, 0.1], [-1.0, -0.3, 0.2], [-0.9, 0.7, 0.1], [0.3, 0.8, -0.6], [0.1, 1.2, -0.4], [0.4, -0.7, 0.1], [1.0, 0.8, -0.3], [0.1, -0.1, 0.1], [0.2, 0.7, -0.2]]}